The following is a DFT calculation (ωB97M-V/def2-TZVPD) of a gas-phase ion, CHN4O2 (charge -1) in a non-equilibrium geometry.

For the energy relative to the best compared isomer or geometry (same formula, charge and spin), the calculation gives 396.7 kJ/mol. Its energy is -408.124673 hartree. The LUMO energy comes out at 4.41 eV. The value obtained for the HOMO energy is -4.90 eV. The charge is -1.

Last column: natural (NBO) charge in e.
Atoms and positions in Å:
C: -0.454 -0.070 -0.085  0.4873
N: -0.841 -1.130 -0.864  -0.4140
N: 0.846 0.093 -0.087  -0.4862
N: 0.336 -1.584 -1.401  -0.1346
N: 1.337 -0.819 -0.984  -0.1542
O: -0.396 1.549 1.577  -0.4978
O: -1.330 0.830 0.737  -0.2784
H: 0.501 1.133 1.107  0.4779



The following is a DFT calculation (ωB97M-V/def2-TZVPD) of 2 unconnected molecules or ions with the total composition CHN4O2S in a non-equilibrium geometry.

Its energy is -806.264964 hartree. The LUMO energy (spin up / spin down) comes out at 3.71 / 3.45 eV. The value obtained for the HOMO energy (spin up / spin down) is -3.88 / -4.49 eV. The spin multiplicity is 3. The charge is -1.

Last column: Löwdin spin population.
Atoms and positions in Å:
C: 0.839 0.266 -0.384  0.0027
N: 1.913 -0.469 -0.395  0.0016
N: 1.592 -1.643 0.183  0.0028
N: 0.352 -1.647 0.554  0.0096
N: -0.136 -0.427 0.184  0.0231
O: -1.860 0.837 1.702  0.2337
O: -1.265 1.725 -1.350  1.3127
S: -1.837 0.113 0.416  0.4134
H: 0.400 1.246 -0.910  0.0004



The following is a DFT calculation (ωB97M-V/def2-TZVPD) of 2 unconnected molecules or ions with the total composition CHN6 in a non-equilibrium geometry.

For the energy relative to the best compared isomer or geometry (same formula, charge and spin), the calculation gives 12.8 kJ/mol. Its energy is -367.226559 hartree. The LUMO energy comes out at 5.02 eV. The value obtained for the HOMO energy is -3.28 eV. The charge is -1.

Last column: natural (NBO) charge in e.
Atoms and positions in Å:
C: -0.368 -0.315 -0.226  -0.0551
N: 0.942 -0.468 -0.518  -0.4768
N: -0.586 1.006 -0.566  -0.4402
N: 1.461 0.694 -1.028  -0.1451
N: 0.513 1.574 -1.014  -0.1792
N: -0.415 -1.514 1.749  0.0326
N: -0.266 -2.599 1.910  -0.1099
H: -1.282 1.622 -0.308  0.3736



The following is a DFT calculation (ωB97M-V/def2-TZVPD) of CHNO3 in the gas phase in a non-equilibrium geometry.

For the energy relative to the best compared isomer or geometry (same formula, charge and spin), the calculation gives 570.8 kJ/mol. Its energy is -318.902122 hartree. The LUMO energy (spin up / spin down) comes out at -1.13 / -1.88 eV. The value obtained for the HOMO energy (spin up / spin down) is -9.76 / -9.83 eV.

Last column: natural (NBO) charge in e.
Atoms and positions in Å:
C: 0.565 0.057 -0.095  0.1947
N: -0.056 -1.054 0.172  0.0797
O: 0.104 1.267 0.044  -0.1094
O: -1.116 -1.486 -0.102  -0.1818
O: -1.195 1.402 -0.025  -0.1934
H: 1.699 -0.186 0.005  0.2102



Repeat the second record exactly.
The following is a DFT calculation (ωB97M-V/def2-TZVPD) of 2 unconnected molecules or ions with the total composition CHN4O2S in a non-equilibrium geometry.

Its energy is -806.264964 hartree. The LUMO energy (spin up / spin down) comes out at 3.71 / 3.45 eV. The value obtained for the HOMO energy (spin up / spin down) is -3.88 / -4.49 eV. The spin multiplicity is 3. The charge is -1.

Last column: Löwdin spin population.
Atoms and positions in Å:
C: 0.839 0.266 -0.384  0.0027
N: 1.913 -0.469 -0.395  0.0016
N: 1.592 -1.643 0.183  0.0028
N: 0.352 -1.647 0.554  0.0096
N: -0.136 -0.427 0.184  0.0231
O: -1.860 0.837 1.702  0.2337
O: -1.265 1.725 -1.350  1.3127
S: -1.837 0.113 0.416  0.4134
H: 0.400 1.246 -0.910  0.0004



Q: The highest energy belongs to which entry?
A: CHNO3



What did the fourth record say?
The following is a DFT calculation (ωB97M-V/def2-TZVPD) of CHNO3 in the gas phase in a non-equilibrium geometry.

For the energy relative to the best compared isomer or geometry (same formula, charge and spin), the calculation gives 570.8 kJ/mol. Its energy is -318.902122 hartree. The LUMO energy (spin up / spin down) comes out at -1.13 / -1.88 eV. The value obtained for the HOMO energy (spin up / spin down) is -9.76 / -9.83 eV.

Last column: natural (NBO) charge in e.
Atoms and positions in Å:
C: 0.565 0.057 -0.095  0.1947
N: -0.056 -1.054 0.172  0.0797
O: 0.104 1.267 0.044  -0.1094
O: -1.116 -1.486 -0.102  -0.1818
O: -1.195 1.402 -0.025  -0.1934
H: 1.699 -0.186 0.005  0.2102



Q: Among the records above, which one has the highest energy?
A: CHNO3